(P)
9
Properties=species:S:1:pos:R:3 method="wB97M-V/def2-TZVPD" gap_ha=0.379 smiles="C#CC(=O)NO"
C -0.23 -0.96 0.20
C -0.98 0.32 0.13
C -2.03 1.05 0.23
H 2.10 0.96 -0.46
H 1.98 -1.32 -0.22
H -2.39 2.11 0.70
N 1.15 -0.67 0.07
O 1.24 0.42 -0.97
O -0.84 -1.92 0.32



(Q)
9
Properties=species:S:1:pos:R:3 method="wB97M-V/def2-TZVPD" gap_ha=0.415 smiles="N#C[C@@H](O)C=O"
O 0.19 -1.53 0.14
C -0.36 -0.26 0.00
C 0.56 0.79 0.62
O 1.45 0.43 1.36
C -0.70 0.04 -1.40
N -1.09 0.29 -2.46
H 0.91 -1.44 0.78
H -1.31 -0.17 0.54
H 0.34 1.85 0.43



(R)
9
Properties=species:S:1:pos:R:3 method="wB97M-V/def2-TZVPD" gap_ha=0.384
C -0.86 0.93 -0.54
C -1.05 -2.57 -0.55
C 1.17 0.67 0.77
N 0.36 0.93 -0.25
O 0.02 -2.96 -0.33
O 1.48 -0.43 1.10
H -1.09 1.14 -1.53
H -1.60 0.66 0.10
H 1.57 1.62 1.24



(S)
9
Properties=species:S:1:pos:R:3 method="wB97M-V/def2-TZVPD" gap_ha=0.329
C 0.54 0.89 0.20
C 1.41 -0.58 0.25
C -1.61 -0.10 -0.31
N -0.67 0.76 0.17
O 0.80 -1.58 0.02
O -2.53 -0.52 0.35
H 1.01 1.79 0.30
H 2.49 -0.48 0.47
H -1.44 -0.17 -1.43



Preferred: (Q); penalty for the next structure: 0.0207 hartree.



(P)
9
Properties=species:S:1:pos:R:3 method="wB97M-V/def2-TZVPD" gap_ha="0.359 / 0.359"
C -2.06 0.05 0.06
C 0.97 0.90 0.21
C 0.25 -0.35 -0.18
N -3.15 0.40 0.12
O 0.73 0.45 -1.12
O 0.47 -1.61 0.08
H 0.20 1.51 0.64
H 1.92 0.96 0.73
H 0.66 -2.30 -0.54



(Q)
9
Properties=species:S:1:pos:R:3 method="wB97M-V/def2-TZVPD" gap_ha=0.391 smiles=Oc1ccon1
O -1.71 1.17 -0.21
C -0.48 0.62 -0.24
N 0.40 1.00 -1.12
O 1.48 0.17 -0.91
C 1.21 -0.69 0.07
C -0.02 -0.45 0.58
H -2.29 0.48 0.13
H 1.96 -1.43 0.29
H -0.53 -0.91 1.42



(R)
9
Properties=species:S:1:pos:R:3 method="wB97M-V/def2-TZVPD" gap_ha="0.271 / 0.329"
C 1.93 -0.36 -0.17
C 0.75 0.32 -0.35
C -2.10 -0.67 -0.24
N 2.96 -0.90 -0.01
O 0.48 1.34 0.55
O -2.42 -1.66 0.25
H 0.45 0.51 -1.48
H -2.41 0.46 0.03
H 0.35 0.97 1.42



Preferred: (Q); penalty for the next structure: 0.1090 hartree.



(P)
33
Properties=species:S:1:pos:R:3 method="wB97M-V/def2-TZVPD" gap_ha=0.379 smiles=O.O.O.O.O.O.O.O.O.O.O
O -0.88 -1.19 -3.28
H -0.85 -0.26 -3.20
H -1.26 -1.38 -4.16
O 2.96 -0.51 -1.76
H 2.35 0.16 -1.51
H 3.79 -0.02 -1.79
O -1.14 -2.29 -0.67
H -1.19 -2.60 -1.56
H -0.63 -1.50 -0.69
O 2.56 0.24 2.75
H 2.95 -0.28 2.04
H 3.21 0.73 3.18
O 0.50 -0.29 -0.30
H -0.27 0.17 -0.42
H 0.42 -0.73 0.56
O -2.03 0.53 0.71
H -1.99 0.70 1.69
H -2.68 -0.16 0.64
O -1.61 -1.59 3.71
H -0.89 -1.67 3.06
H -1.23 -1.98 4.48
O 0.56 -1.60 1.89
H 1.10 -0.85 2.04
H 1.15 -2.34 1.92
O -2.21 3.09 -0.23
H -2.55 2.85 -1.07
H -2.03 2.26 0.17
O -1.18 1.35 -2.40
H -0.31 1.65 -2.38
H -1.60 2.04 -2.95
O 1.95 1.86 0.15
H 1.46 1.08 -0.13
H 1.58 2.52 -0.48



(Q)
33
Properties=species:S:1:pos:R:3 method="wB97M-V/def2-TZVPD" gap_ha=0.388 smiles=O.O.O.O.O.O.O.O.O.O.O
H 0.41 0.44 0.70
H -0.34 -0.46 -0.08
H 2.27 -1.96 5.19
H 2.18 -3.12 4.17
H -0.54 -4.76 -1.16
H -1.42 -5.31 -2.35
H 1.60 3.27 0.53
H 1.54 1.71 0.60
H -5.32 0.30 -1.04
H -4.24 -0.21 -0.09
H 2.14 1.79 -2.33
H 2.27 2.87 -1.34
H -2.75 -1.24 0.60
H -1.91 -2.09 1.53
H 0.94 -0.07 -1.56
H -0.06 0.00 -2.61
H -0.64 -3.35 -2.18
H -0.05 -2.08 -1.46
H 2.54 4.11 1.72
H 3.03 4.71 3.06
H -0.99 2.41 -1.92
H -0.28 2.93 -0.83
O 0.03 -0.46 0.74
O 1.83 -2.27 4.39
O -1.00 -5.57 -1.57
O 2.12 2.50 0.81
O -5.16 0.08 -0.07
O 1.69 2.66 -2.09
O -2.06 -1.17 1.31
O 0.93 0.04 -2.47
O 0.18 -2.95 -1.71
O 2.17 4.62 2.49
O -1.11 2.60 -0.98



Preferred: (P); penalty for the next structure: 0.0914 hartree.



(P)
33
Properties=species:S:1:pos:R:3 method="wB97M-V/def2-TZVPD" gap_ha=0.381 smiles=O.O.O.O.O.O.O.O.O.O.O
H 0.62 -0.11 0.01
H -0.87 0.19 0.16
H -2.27 -2.86 0.87
H -3.05 -1.87 0.02
H -0.08 -1.44 3.79
H -1.23 -2.41 3.55
H 0.29 3.49 -0.76
H 0.65 3.24 -2.21
H 2.19 -3.27 0.31
H 0.80 -3.90 0.30
H 4.52 -0.15 2.81
H 3.92 0.93 1.93
H -0.99 0.28 -3.11
H -0.33 -0.92 -2.46
H -4.16 3.65 -0.11
H -2.76 3.78 0.48
H 2.34 -2.20 -1.50
H 1.60 -2.06 -2.81
H -4.59 1.33 -0.12
H -5.97 0.70 0.00
H 4.14 2.22 0.26
H 4.89 3.15 -0.69
O -0.05 0.57 -0.16
O -3.00 -2.81 0.25
O -0.55 -1.91 3.09
O 1.05 3.41 -1.35
O 1.51 -3.61 -0.29
O 3.69 0.29 2.61
O -0.82 -0.65 -3.25
O -3.63 3.38 0.65
O 2.20 -2.64 -2.34
O -5.13 0.79 0.47
O 4.76 2.96 0.25



(Q)
33
Properties=species:S:1:pos:R:3 method="wB97M-V/def2-TZVPD" gap_ha=0.365 smiles=O.O.O.O.O.O.O.O.O.O.O
O 3.45 -1.65 0.82
H 2.99 -0.81 0.86
H 3.80 -1.76 1.71
O -0.85 0.05 -2.94
H -1.30 -0.18 -3.76
H 0.00 0.42 -3.21
O 0.48 0.63 -0.22
H 0.19 0.20 -1.04
H -0.34 0.84 0.26
O -0.04 -3.14 -2.68
H 0.09 -2.69 -1.82
H -0.98 -3.05 -2.86
O -1.29 2.21 1.05
H -1.46 1.92 1.96
H -2.12 2.59 0.74
O 2.93 2.40 -0.24
H 3.76 2.03 -0.55
H 2.24 1.93 -0.74
O -2.30 -1.10 2.11
H -2.94 -1.12 2.83
H -2.74 -0.59 1.41
O 1.47 0.27 2.42
H 1.30 0.27 1.47
H 1.33 1.19 2.67
O 1.24 3.24 2.12
H 0.45 3.02 1.60
H 1.92 3.42 1.46
O -2.93 -1.53 -2.32
H -3.64 -1.29 -1.72
H -2.16 -1.02 -2.00
O -0.54 -2.27 -0.05
H -0.63 -1.68 0.71
H -1.36 -2.78 -0.05



(R)
33
Properties=species:S:1:pos:R:3 method="wB97M-V/def2-TZVPD" gap_ha=0.295 smiles=O.O.O.O.O.O.O.O.O.O.O
H 0.75 0.03 -0.20
H 0.10 1.41 -0.47
H -0.37 -3.16 -2.05
H -0.51 -4.34 -1.03
H -5.10 1.94 -1.82
H -3.72 1.73 -1.19
H 3.68 -2.01 0.27
H 4.80 -1.65 1.21
H -2.61 0.24 -1.16
H -3.76 -0.91 -1.16
H -1.77 1.22 2.00
H -0.66 0.18 1.94
H 1.97 3.65 -0.67
H 2.09 5.09 -0.81
H 1.92 0.09 -2.74
H 3.14 0.93 -3.08
H 0.47 1.22 3.70
H 1.00 2.16 2.53
H 1.02 -1.64 -0.48
H 0.33 -2.78 0.33
H -0.76 -2.36 2.84
H -1.73 -1.23 2.81
O 0.29 0.51 -0.89
O -0.72 -3.35 -1.18
O -4.60 2.16 -1.12
O 4.61 -1.95 0.31
O -2.84 -0.75 -1.32
O -1.18 0.71 1.33
O 2.55 4.30 -0.47
O 2.55 0.70 -2.35
O 0.22 1.85 2.98
O 0.24 -2.07 -0.28
O -1.42 -1.93 2.22



Preferred: (Q); penalty for the next structure: 0.0662 hartree.